(1)
Density functional theory data (ωB97M-V with the def2-TZVPD basis set) for 8 unconnected molecules or ions with the total composition C24H64O8.

Its multiplicity is 2. Its LUMO energy (spin up / spin down) is -2.5 / -9.1 eV. As for the net charge: +1. As for the HOMO energy (spin up / spin down): -11.4 / -11.4 eV.

Positions of all 96 atoms, in Å:
C1 3.0744 2.1436 5.8677
C2 1.5527 1.8543 5.7602
C3 1.1758 1.1531 4.4440
O1 1.2394 0.8850 6.7480
H1 3.3212 2.6540 6.7987
H2 3.4814 2.7687 5.0729
H3 3.7264 1.2756 5.9666
H4 0.9176 2.7226 5.9361
H5 1.1486 1.9935 3.7504
H6 0.1350 0.8293 4.4343
H7 1.7310 0.2600 4.1572
H8 0.3975 0.4911 6.5075
C4 -4.3522 1.1181 -0.6338
C5 -4.9705 0.5622 0.6097
C6 -3.9395 -0.2596 1.4101
O2 -5.2984 1.7016 1.4264
H9 -3.7475 0.3863 -1.1693
H10 -3.6930 1.9539 -0.3994
H11 -5.0586 1.4738 -1.3839
H12 -5.8837 0.0205 0.3636
H13 -3.6433 -1.1176 0.8067
H14 -4.3446 -0.7631 2.2878
H15 -3.0781 0.3377 1.7090
H16 -5.7351 2.3792 0.9051
C7 0.1686 -0.5027 -0.9175
C8 -0.4789 0.6562 -0.1853
C9 -0.1246 0.6607 1.2531
O3 0.0234 1.9498 -0.6636
H17 1.2552 -0.4186 -0.9379
H18 -0.2518 -0.5871 -1.9196
H19 -0.0964 -1.4110 -0.3763
H20 -1.5652 0.6162 -0.2659
H21 -0.1695 1.6757 1.6480
H22 0.8410 0.2038 1.4698
H23 -0.9089 0.1761 1.8346
H24 0.0493 1.9429 -1.6232
C10 5.2043 -1.5625 -2.9586
C11 4.1949 -1.8019 -1.7972
C12 3.1689 -2.9203 -1.9802
O4 4.9198 -2.1802 -0.6420
H25 5.5210 -2.5286 -3.3515
H26 6.1316 -1.0630 -2.6782
H27 4.7340 -0.9840 -3.7538
H28 3.7179 -0.8396 -1.6116
H29 2.7006 -2.8428 -2.9615
H30 2.3324 -2.9426 -1.2818
H31 3.6591 -3.8856 -2.1067
H32 4.3262 -2.2668 0.1075
C13 2.7108 1.8016 -3.2866
C14 1.5810 1.6186 -4.2685
C15 1.7150 0.3359 -5.0795
O5 0.3791 1.5793 -3.4905
H33 2.9565 0.9088 -2.7116
H34 2.4677 2.6094 -2.5962
H35 3.6116 2.1726 -3.7754
H36 1.6369 2.5251 -4.8712
H37 0.8860 0.2262 -5.7786
H38 1.6485 -0.5365 -4.4294
H39 2.6917 0.4203 -5.5559
H40 -0.3415 1.5935 -4.1247
C16 -5.3091 -1.9636 -2.4317
C17 -4.2124 -2.8815 -2.9845
C18 -2.7227 -2.4719 -2.6268
O6 -4.4105 -4.2145 -2.4240
H41 -5.2416 -0.9608 -2.8536
H42 -5.2106 -1.9254 -1.3468
H43 -6.2886 -2.3618 -2.6965
H44 -4.3291 -3.0384 -4.0568
H45 -2.6287 -2.2656 -1.5607
H46 -2.5621 -1.4833 -3.0571
H47 -1.9227 -3.1053 -3.0100
H48 -4.4678 -4.1390 -1.4687
C19 -1.4403 5.2371 -0.1478
C20 -1.1628 4.6199 1.1712
C21 -2.1505 3.5784 1.6748
O7 0.1714 4.1271 1.2295
H49 -0.8569 6.1410 -0.3228
H50 -2.4664 5.6020 -0.1932
H51 -1.2021 4.5147 -0.9285
H52 -1.2015 5.3780 1.9534
H53 -2.3146 2.8100 0.9193
H54 -3.0783 4.1159 1.8710
H55 -1.8342 3.1371 2.6199
H56 0.1764 3.4349 0.5643
C22 1.4226 -2.9310 2.8015
C23 2.6663 -3.5903 2.1733
C24 2.3219 -4.6167 1.1283
O8 3.4768 -2.6263 1.6233
H57 0.8008 -3.6868 3.2814
H58 0.8395 -2.4596 2.0103
H59 1.6981 -2.1945 3.5563
H60 3.3169 -4.0017 2.9450
H61 1.7181 -5.4310 1.5288
H62 3.2082 -5.1454 0.7775
H63 1.8517 -4.2549 0.2140
H64 3.8920 -2.1696 2.3585



(2)
Density functional theory data (ωB97M-V with the def2-TZVPD basis set) for 2 unconnected molecules or ions with the total composition C6H9ClO.

Its LUMO energy (spin up / spin down) is -0.1 / 0.0 eV. As for the net charge: 0. As for the HOMO energy (spin up / spin down): -8.0 / -8.1 eV.

Positions of all 17 atoms, in Å:
C1 1.4653 0.9650 0.1141
C2 -1.2407 -1.0433 1.1381
C3 -1.7100 -0.3997 -0.1357
C4 -0.3556 -0.7607 -0.0129
C5 1.2427 2.4266 0.0383
C6 0.3965 -1.7481 -0.8450
O1 2.5067 0.3801 0.0282
Cl1 -2.3209 1.2769 -0.0821
H1 -1.3294 -0.2948 1.8912
H2 -1.5148 -2.0921 1.4255
H3 -2.5275 -0.9667 -0.6457
H4 0.1298 2.6115 -0.1775
H5 2.0566 2.7921 -0.6467
H6 1.4193 2.8194 0.9598
H7 0.6262 -2.6723 -0.1377
H8 1.4247 -1.2404 -1.1588
H9 -0.2691 -2.0537 -1.7530



(3)
Density functional theory data (ωB97M-V with the def2-TZVPD basis set) for 2 unconnected molecules or ions with the total composition C3H13N2O.

Its LUMO energy is -2.9 eV. As for the net charge: +1. As for the HOMO energy: -14.4 eV.

Positions of all 19 atoms, in Å:
C1 1.5980 0.6490 0.6695
N1 1.8589 -0.2162 1.8058
C2 0.0644 0.6660 0.4820
N2 -0.3619 -0.7752 0.3135
C3 -0.0317 -1.5095 -0.9338
H1 1.8810 1.6845 0.8600
H2 1.9794 0.2939 -0.2784
H3 1.8471 0.3109 2.6638
H4 2.7580 -0.6730 1.7294
H5 -0.3834 1.0266 1.4032
H6 -0.2338 1.2332 -0.3946
H7 -1.3445 -0.9072 0.5327
H8 0.1723 -1.1437 1.1248
H9 -0.3538 -2.5311 -0.7656
H10 -0.4328 -1.0231 -1.8169
H11 1.0513 -1.5260 -1.0548
H12 -4.0336 1.1609 -2.3835
H13 -2.9275 2.0666 -1.7745
O1 -3.1074 1.2135 -2.1827



(4)
Density functional theory data (ωB97M-V with the def2-TZVPD basis set) for a single C17H13ClN2O2 molecule.

Its structure (SMILES) is Cc1onc(-c2ccccc2Cl)c1C(=O)Nc1ccccc1. Its LUMO energy is 0.5 eV. As for the net charge: 0. As for the HOMO energy: -8.8 eV.

Positions of all 35 atoms, in Å:
C1 0.3740 3.4345 -1.2106
C2 -0.2995 2.2065 -1.7031
O1 -1.0685 2.3068 -2.7963
N1 -1.5698 1.0937 -3.1159
C3 -1.1171 0.2317 -2.2440
C4 -1.4634 -1.1844 -2.2614
C5 -1.7569 -1.8362 -1.0659
C6 -2.0750 -3.1799 -1.0500
C7 -2.1014 -3.8977 -2.2343
C8 -1.8164 -3.2687 -3.4326
C9 -1.5038 -1.9188 -3.4476
Cl1 -1.1384 -1.1680 -4.9528
C10 -0.2895 0.8985 -1.2817
C11 0.4889 0.2688 -0.1904
O2 1.0520 -0.7952 -0.3219
N2 0.4928 1.0275 0.9473
C12 1.1400 0.7849 2.1647
C13 1.9266 -0.3397 2.3924
C14 2.5391 -0.5079 3.6211
C15 2.3790 0.4286 4.6279
C16 1.5954 1.5481 4.4017
C17 0.9788 1.7273 3.1789
H1 -0.2804 3.9888 -0.5364
H2 0.6029 4.0799 -2.0555
H3 1.2927 3.1805 -0.6879
H4 -1.7435 -1.2757 -0.1432
H5 -2.2988 -3.6672 -0.1135
H6 -2.3439 -4.9494 -2.2273
H7 -1.8321 -3.8171 -4.3612
H8 -0.0554 1.8763 0.9301
H9 2.0525 -1.0702 1.6113
H10 3.1482 -1.3831 3.7903
H11 2.8609 0.2890 5.5836
H12 1.4630 2.2854 5.1796
H13 0.3670 2.6024 3.0044



In order of appearance, DFT total energy = -42295.1497; -20932.9601; -8343.2123; -37437.1752 eV.
In order of appearance, energy relative to the best compared isomer or geometry (same formula, charge and spin) = 0.056; 4.691; 0.770; 1.857 eV.
In order of appearance, max |F| = 0.069; 0.074; 0.032; 0.023 Eh/bohr.